No. 1
The following is a quantum chemistry calculation of a cluster of 3 separate species, C2H9OS in total at a distorted geometry, from the Open Molecules 2025 dataset.

Properties
- Net charge: +1

Each line ends with the natural charge from an NBO analysis.
Cartesian coordinates (Å):
O: -1.23 1.21 -0.52  -0.98
H: -1.23 2.14 -0.79  0.50
H: -4.04 2.92 -0.98  0.03
H: -1.91 0.76 -1.04  0.50
C: 2.13 -2.02 0.52  -0.71
C: 1.37 -0.76 0.46  -0.11
S: 0.56 -0.19 1.73  0.49
H: 3.05 -1.96 -0.06  0.28
H: 2.39 -2.33 1.52  0.26
H: 1.51 -2.79 0.04  0.30
H: -3.87 2.40 -1.50  -0.02
H: 1.29 -0.29 -0.51  0.27
H: 0.00 0.89 1.13  0.21

No. 2
The following is a quantum chemistry calculation of a structure of composition C4H8NS at a distorted geometry, from the Open Molecules 2025 dataset.

Properties
- Net charge: +1

Each line ends with the natural charge from an NBO analysis.
Cartesian coordinates (Å):
C: -1.54 0.74 -1.98  -0.39
C: -1.22 0.21 -0.81  -0.14
C: 1.57 0.28 1.55  -0.29
C: 0.77 0.28 -0.58  -0.23
N: 1.31 -0.68 0.41  -0.57
S: 1.29 1.79 0.31  0.29
H: -2.59 0.86 -2.20  0.24
H: -0.77 0.87 -2.78  0.22
H: -1.76 -0.02 0.08  0.21
H: 0.67 0.31 2.26  0.25
H: 2.44 0.04 2.14  0.25
H: 1.04 0.20 -1.65  0.25
H: 2.13 -1.06 -0.10  0.45
H: 0.69 -1.55 0.57  0.46

LUMO energy values, unit eV, following the record order: -6.0834, -3.9413.
HOMO-LUMO gap values, unit eV, following the record order: 9.935, 9.368.